Record 1
Molecular formula: C5H9NO
Method: DFT, ωB97M-V/def2-TZVPD

Summary:
E = -8867.882 eV
E_HOMO = -8.92 eV
charge = 0
structure (SMILES) = C=CNC(=O)CC
frontier orbital gap = 9.78 eV
relative energy (zero: lowest compared OMol25 entry of this formula, charge and spin) = 30.7 kcal/mol

Structure (XYZ):
```
16
Properties=species:S:1:pos:R:3:nbo_charge:R:1
C 2.29439 -1.11465 -0.00018 -0.507
C 2.04351 0.20766 0.05255 0.012
N 0.90288 0.96914 -0.05234 -0.618
C -0.43040 0.60560 -0.07212 0.686
O -1.31498 1.43545 0.02870 -0.593
C -0.81213 -0.84163 -0.04236 -0.519
C -2.35176 -0.94283 0.05815 -0.619
H 1.55062 -1.85086 -0.23341 0.204
H 3.32913 -1.38275 0.19968 0.217
H 2.89677 0.90749 0.16064 0.196
H 1.10184 1.94041 -0.00837 0.408
H -0.28775 -1.21784 0.82957 0.235
H -0.42459 -1.36082 -0.94117 0.229
H -2.82915 -0.16725 -0.69786 0.236
H -2.72317 -1.95689 -0.17688 0.208
H -2.87561 -0.66394 1.02836 0.226
```


Record 2
Molecular formula: C21H26Cl2N2O5SSi2Te4W
Method: DFT, ωB97M-V/def2-TZVPD

Summary:
E = -118057.781 eV
E_HOMO = -1.54 eV
charge = -2
frontier orbital gap = 5.44 eV
relative energy (zero: lowest compared OMol25 entry of this formula, charge and spin) = 22.3 kcal/mol

Structure (XYZ):
```
64
Properties=species:S:1:pos:R:3:nbo_charge:R:1
W -1.37844 1.37947 0.54051 1.098
Cl -3.56692 -1.10482 4.38196 0.012
C -3.18119 -1.71718 2.80988 -0.124
C -3.28880 -3.09714 2.57320 -0.209
C -3.10201 -3.62364 1.32647 -0.095
Cl -3.31551 -5.34313 1.07252 -0.053
C -2.75916 -2.79491 0.23307 -0.044
C -2.67705 -3.18028 -1.12619 -0.168
C -2.40781 -2.22752 -2.06191 -0.246
C -2.10543 -0.90941 -1.66476 0.053
N -2.11555 -0.53729 -0.40445 -0.428
C -2.54111 -1.44282 0.52524 0.111
C -2.84184 -0.84200 1.78723 0.346
O -2.83750 0.44419 1.80619 -0.681
H -3.55671 -3.74325 3.39805 0.228
H -2.86057 -4.20973 -1.40353 0.219
H -2.38720 -2.45764 -3.11837 0.225
H -1.84773 -0.16630 -2.40412 0.252
Te -1.83620 2.73279 -1.98346 0.193
Te -2.92206 1.78829 -4.28945 -0.674
Te -4.89328 4.58190 0.47888 -0.632
Te -3.96610 2.22711 -0.39075 0.352
O 0.54732 2.73037 3.39338 -0.995
S -0.63568 1.93853 3.15829 2.586
O -1.35704 1.55581 4.33318 -0.954
O -0.32705 0.71411 2.24732 -1.011
O -1.54350 2.65835 2.11234 -0.945
C 2.44837 0.33131 2.36115 -1.141
Si 1.60269 -0.58037 0.94197 1.811
C 3.13345 -1.51593 0.26971 -1.142
C 0.54912 -2.00055 1.58628 -1.149
C 0.73646 0.52927 -0.39544 -1.305
C 1.28572 1.90287 -0.22766 0.284
C 2.56049 2.43185 -0.46079 -0.301
C 2.82571 3.73952 -0.10062 -0.138
C 1.83686 4.51853 0.48921 -0.288
C 0.59858 3.94899 0.69402 0.112
N 0.35152 2.69683 0.31499 -0.523
Si 1.21558 -0.19248 -2.08092 1.798
C 3.05073 0.02754 -2.56856 -1.137
C 0.88161 -2.05871 -2.19046 -1.147
C 0.49911 0.53755 -3.64600 -1.170
H 3.48748 -0.00069 2.44850 0.205
H 1.93411 0.12313 3.29941 0.249
H 2.43809 1.41549 2.25020 0.255
H 3.42949 -2.17228 1.09587 0.221
H 3.97250 -0.83898 0.09522 0.212
H 2.99522 -2.13837 -0.61316 0.220
H 1.21321 -2.68783 2.12071 0.221
H 0.06263 -2.57293 0.79454 0.223
H -0.21365 -1.65199 2.27975 0.259
H 3.33946 1.80624 -0.86622 0.226
H 3.81695 4.14859 -0.25997 0.200
H 2.02389 5.53473 0.80515 0.213
H -0.22353 4.46838 1.16718 0.241
H 3.80377 -0.24492 -1.83444 0.225
H 3.23126 1.05230 -2.90094 0.222
H 3.19579 -0.61400 -3.44475 0.222
H 1.81034 -2.59799 -2.39157 0.223
H 0.20238 -2.25501 -3.02286 0.231
H 0.43410 -2.48767 -1.29505 0.238
H 0.71812 1.60362 -3.75747 0.234
H -0.56536 0.42091 -3.82838 0.259
H 1.02189 0.01918 -4.45931 0.222
```


Record 3
Molecular formula: C28H33AsBaF6N5O7P3S
Method: DFT, ωB97M-V/def2-TZVPD

Summary:
2S+1 = 2
E = -167903.057 eV
E_HOMO (alpha / beta) = -11.86 / -11.86 eV
charge = +1
⟨S²⟩ = 0.75
frontier orbital gap (alpha / beta) = 9.31 / 6.27 eV
relative energy (zero: lowest compared OMol25 entry of this formula, charge and spin) = 8.6 kcal/mol

Structure (XYZ):
```
85
Properties=species:S:1:pos:R:3:mulliken_charge:R:1
Ba -1.24443 -0.05597 0.75921 1.842
C 1.89536 2.90887 1.56269 -1.877
C 1.79343 2.35682 0.17152 -0.355
N 2.40403 1.30707 -0.21649 -0.067
N 3.17812 0.63171 0.70483 0.015
C 3.66083 -0.51594 0.22535 0.289
N 4.20954 -1.40585 1.02734 -0.264
S 3.54414 -0.71476 -1.46843 0.073
C 0.87298 3.01492 -0.80582 0.306
C 1.05882 4.34531 -1.14732 -0.386
C 0.10161 4.96491 -1.93794 -0.852
C -1.02247 4.24160 -2.30522 -0.897
C -1.11891 2.91605 -1.90602 -0.480
N -0.17662 2.29517 -1.19929 1.283
H 1.41924 2.22554 2.27413 0.382
H 1.37411 3.85878 1.63949 0.500
H 2.94104 3.03794 1.85054 0.491
H 2.99434 0.72484 1.69811 0.378
H 3.97453 -1.38541 2.01594 0.282
H 4.45050 -2.31024 0.65200 0.235
H 1.93071 4.88347 -0.79787 0.586
H 0.22326 5.99677 -2.23857 0.466
H -1.82111 4.68840 -2.88036 0.562
H -1.99061 2.32574 -2.16475 0.452
N -5.08534 1.74522 3.22653 -0.274
C -4.32080 2.04036 1.93407 1.016
C -5.03933 3.14874 1.17176 -1.814
P -2.65010 2.52650 2.55882 0.614
O -2.93104 4.08176 2.90346 -0.556
O -1.64891 2.42116 1.44461 -0.319
O -2.44799 1.74288 3.80971 -0.918
P -4.52889 0.40167 1.05859 0.353
O -4.01150 0.70033 -0.46697 -0.071
O -5.99458 0.19206 1.09730 -0.857
O -3.57877 -0.56290 1.68409 -0.826
H -5.51877 2.58820 3.60089 0.331
H -4.37532 1.39606 3.89981 0.320
H -5.81953 1.04992 3.03263 0.339
H -5.13759 4.04905 1.77859 0.476
H -6.02453 2.81921 0.83889 0.511
H -4.44842 3.41206 0.29429 0.243
H -2.48147 4.34027 3.71753 0.356
H -4.84276 0.68118 -0.96562 0.184
F 1.24418 -1.03871 1.20106 -0.429
P 1.02920 -1.88415 2.61502 1.244
F -0.29949 -2.49713 1.94913 -0.361
F 2.37658 -1.12308 3.17724 -0.462
F 1.95082 -3.04171 1.99232 -0.383
F 0.14003 -0.64570 3.14663 -0.385
F 0.84418 -2.67515 3.96163 -0.327
O -0.93280 -1.07059 -1.70686 -0.001
As -0.75840 -1.02475 -3.35121 1.097
C 1.03077 -0.68846 -3.96554 0.510
C 1.57414 0.58871 -3.84746 -0.022
C 2.85414 0.83946 -4.32167 -0.830
C 3.59589 -0.18809 -4.89236 -0.689
C 3.06466 -1.46654 -4.98066 -0.728
C 1.77496 -1.71999 -4.52458 -0.556
C -1.90130 0.32887 -4.08882 0.310
C -1.49319 1.28430 -5.00966 0.021
C -2.40179 2.23161 -5.46466 -0.760
C -3.71248 2.21187 -5.01118 -0.516
C -4.12643 1.23582 -4.11185 -0.709
C -3.22300 0.29157 -3.65105 -0.889
C -1.33759 -2.70714 -4.05543 0.011
C -1.53545 -2.88962 -5.42031 -0.180
C -1.96612 -4.12164 -5.88601 -0.729
C -2.19632 -5.15888 -4.98962 -0.429
C -1.99918 -4.96996 -3.62939 -0.599
C -1.56685 -3.73913 -3.15499 -0.585
H 1.00292 1.38375 -3.38326 0.278
H 3.27268 1.83455 -4.24307 0.426
H 4.59318 0.00730 -5.26406 0.404
H 3.64672 -2.26642 -5.41873 0.431
H 1.35225 -2.71364 -4.61374 0.424
H -0.47618 1.29892 -5.37819 0.500
H -2.08516 2.97954 -6.17966 0.454
H -4.41976 2.94713 -5.37199 0.440
H -5.15770 1.20631 -3.78320 0.462
H -3.53577 -0.46831 -2.94446 0.470
H -1.36472 -2.07597 -6.11685 0.408
H -2.12652 -4.27274 -6.94503 0.407
H -2.53580 -6.11875 -5.35575 0.399
H -2.18404 -5.77877 -2.93520 0.415
H -1.41480 -3.56952 -2.09635 0.383
```


Record 4
Molecular formula: C22H22F6N15O8S3Se2Sr
Method: DFT, ωB97M-V/def2-TZVPD

Summary:
E = -242241.509 eV
E_HOMO = -4.95 eV
charge = -1
frontier orbital gap = 6.52 eV
relative energy (zero: lowest compared OMol25 entry of this formula, charge and spin) = 44.8 kcal/mol

Structure (XYZ):
```
79
Properties=species:S:1:pos:R:3:mulliken_charge:R:1
Sr 0.33114 -0.19827 0.05742 1.752
F -2.74556 -3.19819 0.90770 -0.193
C -2.55636 -2.40995 -0.14775 0.579
F -3.60231 -2.54296 -0.95931 -0.203
F -1.43493 -2.70138 -0.76783 -0.152
S -2.63031 -0.59813 0.34096 1.090
O -2.01326 -0.02905 -0.84263 -0.531
O -3.97868 -0.29806 0.68218 -0.611
N -1.66230 -0.22625 1.67164 -0.316
S -0.78380 -1.28106 2.53558 0.098
O 0.19434 -0.54097 3.28609 -0.096
O -0.24508 -2.28644 1.66209 -0.493
C -1.93988 -2.07617 3.75244 0.522
F -1.68335 -3.36772 3.84980 -0.217
F -1.79125 -1.52195 4.94571 -0.192
F -3.18997 -1.91191 3.35499 -0.200
Se -0.54600 3.35452 -0.50662 0.149
Se -2.91584 3.47547 -0.17264 -0.169
C -2.75823 3.07721 1.67894 0.306
C -3.85927 2.51237 2.33954 -0.385
C -3.73309 2.22070 3.68103 -0.746
C -2.52159 2.48315 4.32070 -0.093
C -1.50103 3.04087 3.58186 -0.580
N -1.61323 3.34719 2.28654 -0.359
C -0.70357 2.58100 -2.27352 0.134
C -1.59275 3.09816 -3.21458 -0.547
C -1.62961 2.51161 -4.46795 -0.455
C -0.76636 1.46307 -4.75112 -0.949
C 0.09536 1.03620 -3.75483 -0.271
N 0.11714 1.57357 -2.53695 0.426
H -4.76430 2.28427 1.79429 0.356
H -4.55767 1.77435 4.22218 0.391
H -2.37145 2.25310 5.36671 0.434
H -0.53919 3.26415 4.04192 0.562
H -2.22482 3.94260 -2.97874 0.427
H -2.31647 2.88238 -5.21836 0.392
H -0.75117 0.98269 -5.71958 0.418
H 0.79272 0.22327 -3.92679 0.443
N 3.78444 0.08179 -1.99710 -0.007
C 3.24857 -1.17510 -1.86644 -0.012
N 3.89341 -2.28120 -2.19754 -0.549
N 3.04341 -3.26793 -1.91531 -0.775
N 1.94670 -2.79483 -1.43641 -0.385
N 2.02069 -1.44562 -1.39888 0.442
C 3.19583 1.25976 -1.62490 0.142
N 3.54111 2.41923 -2.18473 -0.608
N 2.80288 3.32984 -1.56872 -0.792
N 2.05162 2.76636 -0.68261 -0.287
N 2.27496 1.43416 -0.67114 0.668
H 4.53950 0.17525 -2.65902 0.278
C 0.51353 3.99840 8.07260 -1.422
C 0.48847 2.85064 7.07922 0.085
S 2.17577 2.33988 6.70936 1.475
O 2.75292 1.77583 7.90023 -0.727
O 2.84681 3.43015 6.05033 -0.711
C 1.94189 1.02018 5.50847 0.391
C 3.30060 0.57518 4.99735 -2.019
N 3.15345 -0.16429 3.76032 0.383
C 3.14409 0.35893 2.51285 0.919
N 2.95173 -0.58128 1.60093 -0.048
C 2.87610 -1.75796 2.25361 -0.589
C 3.00360 -1.53263 3.59977 -0.232
N 2.79770 -2.45500 4.64581 1.128
O 2.58971 -2.02587 5.77874 -0.659
O 2.74255 -3.63252 4.35288 -0.666
C 3.28819 1.80255 2.20514 -1.381
H -0.50735 4.30682 8.29562 0.418
H 1.04914 4.85306 7.66146 0.352
H 0.99349 3.69569 9.00225 0.358
H 0.03065 3.13886 6.12839 -0.160
H -0.02614 1.97450 7.47300 0.440
H 1.32680 1.40918 4.69478 -0.152
H 1.41584 0.20064 5.99554 0.490
H 3.79199 -0.06148 5.72784 0.256
H 3.93502 1.43819 4.80017 0.733
H 2.69281 -2.69508 1.75191 0.586
H 3.98255 1.92918 1.37658 0.372
H 3.63103 2.38399 3.05968 0.502
H 2.33843 2.22009 1.86348 0.048
```